Below is 2 unconnected molecules or ions with the total composition C4H10OS, with properties calculated with the ωB97M-V functional and the def2-TZVPD basis.

Summary:
* energy: -631.5906 Ha
* LUMO energy (alpha / beta): -0.1 / -0.1 eV
* E_HOMO (alpha / beta): -8.0335 / -8.0314 eV
* multiplicity: 1
* gap between HOMO and LUMO (alpha / beta): 7.93 / 7.93 eV

Last column: natural (NBO) charge in e.
CARTESIAN COORDINATES (ANGSTROEM)
C: 1.7783 -0.2578 0.8500  -0.08
C: 2.3918 -0.2006 -0.4101  -0.84
C: -1.4965 -1.2114 -0.1712  -0.64
C: -1.9696 0.2303 0.3049  -0.54
O: -0.1980 1.6122 -1.0068  -1.00
S: -0.4225 1.3453 0.4280  1.11
H: 2.3942 0.2459 1.6047  0.10
H: 1.8639 0.5873 -1.0328  0.33
H: 3.3767 0.0833 -0.5886  0.19
H: 2.3463 -1.0665 -0.9302  0.23
H: -2.2992 -1.9410 -0.2060  0.22
H: -1.0101 -1.0009 -1.0804  0.22
H: -0.7033 -1.7517 0.3705  0.25
H: -2.3305 -0.0101 1.3368  0.22
H: -2.5687 0.8277 -0.3020  0.22
H: -1.1531 2.5080 0.8331  0.02

Below is a molecular structure, C55H51IN3O4S2V, with properties calculated with the ωB97M-V functional and the def2-TZVPD basis.

Summary:
* energy: -4628.8068 Ha
* LUMO energy (alpha / beta): -9.8 / -8.8 eV
* E_HOMO (alpha / beta): -14.7796 / -14.7802 eV
* multiplicity: 2
* ⟨S²⟩: 1.098
* net charge: +3
* gap between HOMO and LUMO (alpha / beta): 5.00 / 5.95 eV

Last column: Löwdin charge in e.
CARTESIAN COORDINATES (ANGSTROEM)
V: -1.9570 -0.2729 0.0928  1.14
C: 3.0991 -6.3857 0.8579  -0.05
C: 2.8091 -4.9481 0.9206  -0.22
C: 1.7103 -4.4350 0.1283  0.03
C: 1.2038 -3.1118 0.3127  -0.08
C: 1.7412 -2.3092 1.2700  -0.45
C: 2.7805 -2.7862 2.0850  -0.06
C: 3.3201 -4.0625 1.9395  0.02
S: 1.2954 -0.6363 1.4985  1.13
O: -0.1305 -0.5506 1.0074  -0.57
C: 2.3596 0.1964 0.2606  -0.25
C: 3.0418 -0.5591 -0.7060  -0.05
C: 3.8527 0.0729 -1.6336  0.02
C: 3.9734 1.4903 -1.5979  -0.13
C: 4.6997 2.1882 -2.5590  -0.01
C: 4.9413 3.5315 -2.4570  -0.01
C: 4.4429 4.2176 -1.3307  -0.03
C: 3.6399 3.5728 -0.4298  0.00
C: 3.3302 2.2078 -0.5280  -0.12
C: 2.4946 1.5739 0.3261  -0.21
C: 1.7348 2.2853 1.3601  -0.18
C: 2.4068 2.7146 2.5240  -0.12
C: 3.7399 2.2748 2.8470  0.03
C: 4.4160 2.8681 3.9124  0.00
C: 3.7641 3.8943 4.6502  -0.04
C: 2.4875 4.2573 4.4131  0.00
C: 1.7429 3.5849 3.3905  -0.11
C: 0.3632 3.9519 3.1529  0.03
C: -0.2396 3.4689 2.0459  -0.08
C: 0.4577 2.6800 1.0899  -0.33
S: -0.3008 2.4146 -0.4670  1.11
O: -1.5837 1.6573 -0.2637  -0.57
C: -0.6413 4.0367 -1.0798  -0.35
C: -0.2027 5.2005 -0.4704  -0.06
C: -0.3401 6.3893 -1.1654  -0.01
C: -1.0190 6.5007 -2.3830  -0.24
C: -1.0068 7.7722 -3.1672  -0.03
C: -1.4100 5.2937 -2.9882  -0.03
C: -1.2546 4.0620 -2.4044  -0.05
H: 3.8591 -6.7206 1.5983  0.10
H: 3.2565 -6.8662 -0.0991  0.09
H: 2.1621 -6.9869 1.1762  0.13
H: 1.3559 -5.0677 -0.6285  0.10
H: 0.4201 -2.7055 -0.3396  0.10
H: 3.1742 -2.0637 2.7491  0.10
H: 4.1308 -4.4631 2.5116  0.12
H: 2.8945 -1.6318 -0.7336  0.11
H: 4.3943 -0.5531 -2.3712  0.14
H: 5.0711 1.6343 -3.3595  0.11
H: 5.4804 4.0445 -3.2182  0.11
H: 4.8007 5.2056 -1.0214  0.13
H: 3.2869 4.1540 0.3790  0.11
H: 4.1665 1.5051 2.2300  0.12
H: 5.3896 2.6189 4.2118  0.10
H: 4.3614 4.4457 5.3174  0.11
H: 2.0522 4.9806 5.0547  0.12
H: -0.1442 4.5664 3.8590  0.12
H: -1.2465 3.7495 1.9157  0.11
H: 0.4432 5.0834 0.3939  0.11
H: 0.0300 7.3002 -0.6815  0.14
H: -0.0533 8.2875 -2.8531  0.11
H: -1.8402 8.4556 -2.8789  0.11
H: -1.1919 7.6982 -4.2557  0.10
H: -1.8475 5.4445 -3.9743  0.13
H: -1.4882 3.0812 -2.8443  0.11
C: -4.0404 -0.7936 3.7772  -0.04
C: -4.1821 -1.1174 2.2934  -0.17
O: -2.8012 -1.1041 1.7564  -0.20
H: -5.0489 -0.6847 4.1491  0.09
H: -3.4708 0.1258 3.9862  0.10
H: -3.5034 -1.6418 4.2418  0.09
H: -4.6360 -0.2589 1.8137  0.11
H: -4.4669 -2.1237 2.0132  0.14
H: -2.1141 -1.4849 2.3182  0.05
N: -1.6717 -1.2869 -1.3238  0.08
C: -1.5880 -2.1905 -2.1900  -0.26
C: -2.4217 -3.4577 -2.1578  -0.14
C: -3.4924 -3.6210 -3.0566  -0.07
C: -4.3962 -4.6685 -3.0187  -0.03
C: -4.1833 -5.6355 -1.9855  -0.04
C: -3.2339 -5.4344 -1.0046  -0.07
C: -2.4258 -4.2929 -0.9952  -0.02
C: -0.7626 -1.9672 -3.3134  -0.14
C: 0.2783 -1.0247 -3.2307  -0.02
C: 1.1493 -0.7617 -4.2677  -0.05
C: 1.0254 -1.4263 -5.4782  -0.05
C: 0.0597 -2.3815 -5.6670  -0.03
C: -0.8653 -2.6679 -4.6042  0.06
H: -3.6085 -2.8533 -3.8038  0.12
H: -5.0823 -4.8085 -3.8884  0.14
H: -4.7550 -6.5720 -2.0123  0.12
H: -2.9863 -6.2080 -0.2706  0.12
H: -1.7814 -4.1333 -0.1322  0.11
H: 0.3748 -0.4849 -2.3061  0.09
H: 1.9304 -0.0018 -4.1605  0.12
H: 1.6249 -1.1984 -6.3423  0.12
H: -0.0234 -2.9441 -6.5861  0.12
H: -1.5703 -3.4676 -4.8170  0.11
C: -0.0265 -4.2632 4.5293  0.01
C: -0.1655 -2.9028 3.8499  -0.48
C: 0.4263 -1.7113 4.5625  0.00
O: -0.8353 -2.7733 2.8512  0.02
H: -0.6609 -4.2241 5.4232  0.10
H: 0.9539 -4.3607 5.0155  0.10
H: -0.3719 -5.1006 3.9322  0.09
H: 1.4340 -2.0117 4.8064  0.09
H: -0.2231 -1.6518 5.4606  0.12
H: 0.3513 -0.8292 3.9427  0.05
I: -7.7279 -1.1642 -1.4590  1.00
C: -5.9614 -0.1413 -1.3481  -0.74
C: -5.6350 1.1914 -1.4578  -0.07
N: -4.4048 1.3291 -1.0177  0.04
N: -3.8088 0.1611 -0.8457  -0.09
C: -4.7631 -0.7461 -0.9495  -0.19
H: -6.2876 1.9880 -1.7036  0.14
H: -3.7471 2.0816 -1.0258  0.15
H: -4.5576 -1.7971 -0.8950  0.11

Below is a molecular structure, C10H10BrClEuO4, with properties calculated with the ωB97M-V functional and the def2-TZVPD basis.

Summary:
* energy: -4432.3929 Ha
* LUMO energy (alpha / beta): 5.4 / 5.4 eV
* E_HOMO (alpha / beta): -0.0798 / -1.3263 eV
* multiplicity: 8
* ⟨S²⟩: 15.760
* net charge: -2
* gap between HOMO and LUMO (alpha / beta): 5.48 / 6.72 eV

Last column: Löwdin charge in e.
CARTESIAN COORDINATES (ANGSTROEM)
C: 1.8681 1.5972 -0.5193  -0.24
C: 0.6909 2.3387 -0.8054  -0.30
C: 0.0248 2.6163 0.4330  -0.29
H: 0.2570 2.4372 -1.7945  0.04
C: 0.8005 2.0203 1.4801  -0.25
C: 1.9315 1.3964 0.8835  -0.24
H: 2.6683 0.7792 1.3855  0.07
H: 2.5466 1.1971 -1.2630  0.07
H: -1.0291 2.8785 0.4946  0.07
H: 0.4656 1.8564 2.5037  0.07
Eu: -0.5493 0.1376 -0.0451  1.38
Br: -2.3945 0.8921 -2.2802  -0.43
C: -0.3935 -2.6062 -0.2997  -0.27
C: 0.8318 -2.4084 0.4074  -0.24
C: 1.7503 -1.7686 -0.4666  -0.24
H: 0.9826 -2.5270 1.4774  0.06
C: 1.0999 -1.5430 -1.7069  -0.25
C: -0.2194 -2.0723 -1.6160  -0.29
H: -1.0163 -1.8300 -2.3173  0.03
H: -1.3601 -2.7889 0.1587  0.07
H: 2.7480 -1.4275 -0.2129  0.07
H: 1.4772 -0.9469 -2.5272  0.07
O: -4.0159 1.3079 1.4346  -0.35
Cl: -3.6113 -0.0416 1.7365  0.68
O: -3.7139 -0.3903 3.1263  -0.36
O: -4.2734 -0.9613 0.8477  -0.35
O: -2.1423 -0.1308 1.4365  -0.58

Below is a single C3H7ClN2 molecule, with properties calculated with the ωB97M-V functional and the def2-TZVPD basis.

Summary:
* energy: -688.1089 Ha
* LUMO energy: 1.0 eV
* E_HOMO: -8.6851 eV
* multiplicity: 1
* gap between HOMO and LUMO: 9.73 eV

Last column: natural (NBO) charge in e.
CARTESIAN COORDINATES (ANGSTROEM)
C: -1.3696 0.9255 -0.0567  -0.65
C: -0.1847 0.2376 0.6299  -0.04
N: -0.2005 -1.2271 0.6045  -0.47
N: 0.8535 -1.3365 -0.3923  -0.50
C: 1.1175 0.0531 -0.4768  0.01
Cl: 2.8278 0.5602 0.2079  -0.18
H: -1.4955 0.3845 -1.0067  0.21
H: -1.2745 1.9443 -0.4463  0.23
H: -2.3674 0.7267 0.3326  0.23
H: 0.0057 0.7599 1.6884  0.21
H: 0.2027 -1.6666 1.5121  0.36
H: 0.7458 -2.0015 -1.1535  0.39
H: 1.1392 0.6399 -1.4433  0.21

Please write out number 3 again, unchanged.
Below is a molecular structure, C10H10BrClEuO4, with properties calculated with the ωB97M-V functional and the def2-TZVPD basis.

Summary:
* energy: -4432.3929 Ha
* LUMO energy (alpha / beta): 5.4 / 5.4 eV
* E_HOMO (alpha / beta): -0.0798 / -1.3263 eV
* multiplicity: 8
* ⟨S²⟩: 15.760
* net charge: -2
* gap between HOMO and LUMO (alpha / beta): 5.48 / 6.72 eV

Last column: Löwdin charge in e.
CARTESIAN COORDINATES (ANGSTROEM)
C: 1.8681 1.5972 -0.5193  -0.24
C: 0.6909 2.3387 -0.8054  -0.30
C: 0.0248 2.6163 0.4330  -0.29
H: 0.2570 2.4372 -1.7945  0.04
C: 0.8005 2.0203 1.4801  -0.25
C: 1.9315 1.3964 0.8835  -0.24
H: 2.6683 0.7792 1.3855  0.07
H: 2.5466 1.1971 -1.2630  0.07
H: -1.0291 2.8785 0.4946  0.07
H: 0.4656 1.8564 2.5037  0.07
Eu: -0.5493 0.1376 -0.0451  1.38
Br: -2.3945 0.8921 -2.2802  -0.43
C: -0.3935 -2.6062 -0.2997  -0.27
C: 0.8318 -2.4084 0.4074  -0.24
C: 1.7503 -1.7686 -0.4666  -0.24
H: 0.9826 -2.5270 1.4774  0.06
C: 1.0999 -1.5430 -1.7069  -0.25
C: -0.2194 -2.0723 -1.6160  -0.29
H: -1.0163 -1.8300 -2.3173  0.03
H: -1.3601 -2.7889 0.1587  0.07
H: 2.7480 -1.4275 -0.2129  0.07
H: 1.4772 -0.9469 -2.5272  0.07
O: -4.0159 1.3079 1.4346  -0.35
Cl: -3.6113 -0.0416 1.7365  0.68
O: -3.7139 -0.3903 3.1263  -0.36
O: -4.2734 -0.9613 0.8477  -0.35
O: -2.1423 -0.1308 1.4365  -0.58

Number 4 is which compound?
C3H7ClN2